(1)
DFT (ωB97M-V with the def2-TZVPD basis set) results for a molecular structure, C17H22N4O3 in a non-equilibrium geometry.

Structure (XYZ):
```
46
Properties=species:S:1:pos:R:3:forces:R:3
O 1.419507 2.002507 1.476737 -0.963 2.831 11.423
O 0.390133 0.724995 -1.736867 0.558 3.352 6.068
O -5.857821 -0.819299 -0.649054 -3.188 -0.848 -1.606
N 7.639258 -2.414042 0.263506 7.417 10.227 -6.031
N 5.832420 -0.881044 -0.491067 5.956 -11.236 7.768
N 2.532305 1.739765 -0.410693 1.243 0.916 -2.620
N -0.789135 0.984836 0.197784 -0.045 3.704 4.504
C -2.119093 0.703510 -0.060737 -0.496 1.312 6.745
C -4.289620 0.244065 0.879956 -4.088 -0.508 -0.567
C 0.299820 1.250221 -0.432836 -1.049 -5.481 -9.509
C -3.791102 -0.442732 -1.296453 6.605 -1.118 -8.719
C 7.269241 -1.115289 -0.301464 -3.636 -1.946 -0.460
C -9.245802 -1.489698 0.879959 0.046 -6.045 -3.671
C -2.546837 -0.009198 -0.994369 2.927 -1.125 -7.226
C 5.324087 -2.212551 0.509187 8.508 5.380 -4.084
C -4.663227 -0.458494 -0.480698 -4.223 4.013 13.495
C 6.562637 -2.728413 0.670790 -10.232 -8.342 5.637
C 1.404193 1.737533 0.400389 3.754 -2.223 -12.508
C 4.674428 1.016680 0.341963 -0.566 6.915 12.652
C 4.951171 0.086174 -0.531791 -0.796 -1.567 -13.011
C 3.841362 2.254403 0.085450 1.333 -4.329 -9.981
C -6.758867 -0.687775 0.344654 -4.793 -2.687 4.293
C -8.005793 -1.451371 -0.219136 -3.338 1.101 2.883
C -3.096910 0.791258 0.981363 2.014 1.683 2.007
H 6.621026 -3.722359 1.153572 -0.619 0.149 0.321
H 7.770580 -0.413247 -0.873073 2.010 0.929 -0.691
H 4.418924 2.948668 -0.799719 -1.810 -1.826 2.170
H 4.056470 -0.502173 -1.118833 1.247 2.109 1.564
H 2.558497 1.510718 -1.483849 -1.102 0.398 3.158
H -9.051985 -2.196848 1.703356 -0.147 0.669 -0.103
H -5.095497 0.569223 1.717053 1.992 -1.358 -2.217
H -2.876944 1.302527 1.923355 0.093 0.108 -0.262
H 3.677247 2.817863 0.814850 -0.932 4.467 6.575
H -7.264225 0.382025 0.766276 2.259 -2.343 -1.487
H 4.398796 -2.408205 0.641346 -6.037 -1.359 0.879
H 5.657556 1.511327 0.891093 -1.835 -1.594 -1.462
H -1.730541 0.072950 -1.685747 -0.074 -1.416 -1.666
H -6.499304 -1.410402 1.418346 -0.115 2.422 -3.004
H -9.417572 -0.550202 1.096751 -1.098 4.618 1.894
H 5.570798 0.589674 -1.496104 -2.229 0.470 1.325
H 4.077019 0.595257 1.390495 1.617 0.500 -2.726
H -10.274710 -1.904513 0.285112 2.927 1.060 1.588
H -4.046224 -0.752418 -2.270752 0.181 -0.579 -1.260
H -7.993032 -2.494412 -0.503053 1.093 0.097 -0.633
H -0.615639 1.577877 1.058694 -1.314 -1.324 -0.186
H -8.604708 -0.811123 -0.862452 0.943 -0.178 -1.261
```
Forces are in eV/Å.

The calculation puts the relative energy (zero: lowest compared OMol25 entry of this formula, charge and spin) at 1735.00 kJ/mol. Its lowest unoccupied orbital energy is 0.0 eV. Its HOMO-LUMO gap is 8.40 eV. The calculated total energy comes out at -1105.15066 hartree.


(2)
DFT (ωB97M-V with the def2-TZVPD basis set) results for a single C17H22N4O3S molecule in a non-equilibrium geometry.

Structure (XYZ):
```
47
Properties=species:S:1:pos:R:3:forces:R:3
S 1.515370 -2.294240 -1.065492 -0.189 -0.306 0.188
O 4.955056 -3.130632 0.408947 0.230 0.014 0.026
O 4.031257 0.193499 0.710037 0.333 -0.034 0.313
O -6.392712 0.405519 -0.188451 0.284 0.133 0.130
N 2.223875 0.671432 -0.552015 -0.228 0.403 -0.148
N 0.703672 -1.865350 1.528733 1.396 -1.084 1.127
N 2.852849 -2.627318 1.128523 0.051 -0.275 0.662
N -0.470932 -1.360524 1.227962 -1.345 1.032 -0.837
C 3.863904 -0.864518 -1.442468 0.127 0.046 0.229
C -4.183449 0.501819 0.561605 -0.197 -0.011 -0.074
C -1.443625 -2.031331 0.752742 0.916 -0.533 0.171
C 3.330733 -2.279213 -1.167833 -0.125 0.122 -0.192
C -2.958834 -0.068313 0.806109 -0.064 -0.168 -0.053
C 3.403262 0.067230 -0.321118 0.039 -0.009 -0.660
C 3.839800 -2.740042 0.195682 -0.060 -0.274 -0.312
C -7.485785 -0.295732 -0.731819 -0.183 -0.129 -0.094
C 1.598119 -2.235754 0.727304 -0.665 0.376 -0.976
C -5.225368 -0.255734 0.013266 0.194 -0.108 0.028
C -2.728667 -1.417823 0.512710 -0.728 0.246 -0.241
C 2.699965 3.617653 -0.448477 -0.139 0.046 0.165
C 1.382626 2.937610 -0.071442 0.301 -0.132 -0.102
C 1.563146 1.504105 0.427806 -0.195 0.248 0.179
C -5.005556 -1.598855 -0.281068 -0.473 0.208 -0.096
C 3.661611 3.752112 0.726421 -0.047 -0.032 -0.222
C -3.770670 -2.165984 -0.031090 0.480 0.189 0.205
H 1.734497 0.509059 -1.418355 0.171 -0.130 0.097
H -1.347085 -3.096084 0.519429 0.081 -0.051 0.120
H -8.295951 0.428509 -0.798922 0.033 -0.091 -0.014
H 3.058614 -2.717228 2.113480 0.045 0.042 -0.064
H -2.156648 0.511590 1.234168 0.065 0.086 0.048
H 3.516964 -0.519373 -2.417381 0.020 -0.030 0.008
H 3.173230 4.243221 1.565407 -0.019 0.071 0.144
H -3.612033 -3.209158 -0.264303 0.021 -0.113 -0.018
H 4.018462 2.778224 1.050117 0.064 -0.081 0.107
H 4.954715 -0.904828 -1.432484 -0.060 0.074 -0.012
H 3.185856 3.050264 -1.245659 -0.023 0.058 -0.082
H 4.524942 4.346587 0.436557 0.107 0.054 0.052
H -7.260096 -0.679027 -1.731992 -0.001 0.004 0.046
H 0.889375 3.510313 0.715635 -0.102 0.042 0.008
H -5.787854 -2.210118 -0.702792 -0.085 -0.017 -0.032
H 3.646233 -2.967155 -1.953608 0.042 0.015 0.207
H 2.183259 1.482010 1.324722 -0.119 -0.049 -0.042
H 0.587661 1.066243 0.665629 0.115 0.000 0.076
H 0.722379 2.930571 -0.943136 -0.109 0.033 0.022
H -7.793717 -1.123299 -0.085017 0.025 0.024 -0.030
H 2.471223 4.610480 -0.843536 0.026 -0.032 -0.088
H -4.373696 1.539601 0.785462 -0.010 0.125 0.035
```
Forces are in eV/Å.

The calculation puts the relative energy (zero: lowest compared OMol25 entry of this formula, charge and spin) at 217.85 kJ/mol. As for the SMILES: CCCCNC(=O)C[C@@H]1S/C(=N\N=C\c2ccc(OC)cc2)NC1=O. Its lowest unoccupied orbital energy is 0.4 eV. Its HOMO-LUMO gap is 8.62 eV. The calculated total energy comes out at -1503.92958 hartree.


(3)
DFT (ωB97M-V with the def2-TZVPD basis set) results for a molecular structure, C17H22N4O6V.

Structure (XYZ):
```
50
Properties=species:S:1:pos:R:3:forces:R:3
V 0.060370 0.607308 0.534602 0.302 0.334 -0.239
O 0.773241 1.859867 -1.213280 -0.041 -0.088 -0.031
O 0.719696 6.497659 -0.219894 0.003 -0.001 0.012
O 3.101586 -0.667311 2.783796 0.002 0.073 -0.018
O -1.737596 -0.089612 -0.146710 -0.025 -0.377 0.144
O 1.847296 0.107977 1.092475 -0.004 -0.018 -0.118
O -1.114392 3.427530 2.528566 -0.016 0.010 0.034
N -0.325515 0.079392 2.514008 -0.056 -0.009 -0.047
N -0.129456 2.628910 0.637777 -0.096 0.056 0.060
N -0.195367 4.932589 1.113188 -0.010 -0.011 0.023
N -1.453248 -2.350927 -0.003063 -0.022 0.115 0.073
C -0.003024 -2.285905 0.090739 0.058 0.015 -0.108
C 3.125543 3.842185 0.486169 -0.010 0.003 -0.042
C 0.803756 -0.234576 3.176247 -0.010 0.049 0.003
C -1.516510 -0.055152 4.574182 0.063 -0.006 0.001
C 0.530231 4.533775 -2.360274 -0.013 -0.003 0.006
C -1.466094 0.169983 3.210791 0.061 -0.030 0.062
C 2.552507 4.224718 -0.874455 -0.033 -0.023 0.025
C 2.052995 -0.277554 2.317949 0.005 -0.193 0.280
C 0.504926 5.326428 -0.000630 0.020 0.004 -0.035
C -0.514992 3.625801 1.496743 0.047 0.019 -0.062
C 1.004945 4.230965 -0.930110 0.056 -0.010 0.002
C -0.986778 4.544599 -2.500544 0.016 -0.006 0.006
C -0.347766 -0.373744 5.253399 -0.026 0.004 0.008
C 0.836089 -0.462813 4.538529 -0.070 -0.038 -0.045
C -2.180582 -1.246738 -0.125166 -0.130 0.053 -0.179
C -2.095994 -3.642156 0.172133 -0.015 -0.054 -0.025
C 0.526254 2.861186 -0.515882 -0.004 0.062 0.044
H -0.359670 -0.536544 6.322733 -0.006 0.000 0.003
H 2.882542 5.224063 -1.162290 -0.009 0.000 -0.013
H 0.343621 -2.280081 1.122992 0.007 0.045 0.019
H 2.895818 3.519638 -1.633099 -0.007 0.012 -0.010
H 2.859505 2.819677 0.762028 -0.005 -0.008 0.007
H 2.778067 4.514914 1.273009 -0.003 0.009 0.013
H -1.274779 4.761825 -3.528677 -0.012 0.000 -0.005
H 0.943878 5.503231 -2.640549 0.007 -0.008 -0.001
H 1.784910 -0.698660 4.998624 0.009 -0.001 -0.004
H -2.457543 0.042781 5.096560 -0.013 0.001 0.000
H -1.415221 3.575687 -2.234311 -0.010 0.000 -0.002
H -1.537880 -4.399763 -0.375098 -0.014 0.001 -0.023
H -0.502907 5.662973 1.739564 -0.003 -0.007 0.006
H 0.962646 3.774871 -3.013318 0.015 0.007 0.003
H -3.109387 -3.606797 -0.222768 -0.011 0.012 0.034
H -2.346500 0.467826 2.655782 0.015 0.000 -0.015
H 0.419655 -3.153890 -0.414672 -0.016 0.001 0.006
H -3.253214 -1.420058 -0.250092 -0.009 0.022 0.024
H 4.213415 3.898583 0.464280 0.002 0.002 0.006
H -1.439130 5.307042 -1.863465 -0.010 0.008 0.000
H 0.368271 -1.414356 -0.471963 -0.019 -0.026 0.117
H -2.133216 -3.925645 1.225246 0.039 0.002 0.000
```
Forces are in eV/Å.

The calculation puts the relative energy (zero: lowest compared OMol25 entry of this formula, charge and spin) at 0.00 kJ/mol. Its lowest unoccupied orbital energy (alpha / beta) is 0.1 / 0.1 eV. Its expectation value of S² is 0.764. Its HOMO-LUMO gap (alpha / beta) is 6.84 / 6.07 eV. The calculated total energy comes out at -2275.62001 hartree. Its spin multiplicity is 2.


relative energy (zero: lowest compared OMol25 entry of this formula, charge and spin) of number 2 (C17H22N4O3S)? 217.85 kJ/mol


Which of these has the highest relative energy (zero: lowest compared OMol25 entry of this formula, charge and spin)? C17H22N4O3


Which formula does entry 1 have? C17H22N4O3


Number 1 is which compound? C17H22N4O3